1.
{"formula": "C23H43IO15", "method": "wB97M-V/def2-TZVPD", "symbols": ["C", "C", "C", "C", "C", "I", "C", "O", "C", "O", "O", "H", "H", "H", "H", "H", "H", "H", "H", "H", "H", "H", "C", "C", "O", "C", "O", "O", "C", "H", "H", "H", "H", "H", "H", "H", "H", "C", "C", "O", "C", "O", "O", "C", "H", "H", "H", "H", "H", "H", "H", "H", "C", "C", "O", "C", "O", "O", "C", "H", "H", "H", "H", "H", "H", "H", "H", "C", "C", "O", "C", "O", "O", "C", "H", "H", "H", "H", "H", "H", "H", "H"], "xyz": [[-2.497, 3.092, -1.326], [-3.344, 2.936, -2.594], [-3.342, 1.478, -3.050], [-2.969, 3.966, -3.667], [-1.746, 3.659, -4.490], [-1.497, 5.530, -5.705], [-1.740, 2.569, -5.561], [-0.864, 1.602, -4.926], [0.093, 2.408, -4.400], [1.290, 2.251, -4.447], [-0.559, 3.468, -3.794], [-2.833, 3.961, -0.779], [-1.472, 3.227, -1.627], [-2.610, 2.210, -0.715], [-4.364, 3.164, -2.311], [-2.382, 1.015, -2.875], [-4.062, 0.931, -2.461], [-3.608, 1.359, -4.087], [-3.803, 4.144, -4.328], [-2.759, 4.887, -3.144], [-1.211, 2.843, -6.456], [-2.714, 2.189, -5.807], [3.430, -0.255, -2.148], [1.990, -0.418, -2.585], [1.369, -1.565, -1.978], [1.029, -1.428, -0.702], [1.166, -0.442, -0.027], [0.510, -2.587, -0.290], [0.185, -2.614, 1.102], [3.993, -1.168, -2.348], [3.893, 0.572, -2.685], [3.498, -0.053, -1.081], [1.946, -0.597, -3.656], [1.404, 0.476, -2.377], [-0.470, -1.788, 1.367], [1.095, -2.580, 1.695], [-0.331, -3.550, 1.299], [-2.743, 10.039, 0.743], [-3.902, 9.226, 1.279], [-3.746, 7.824, 1.014], [-2.866, 7.191, 1.785], [-2.229, 7.673, 2.682], [-2.824, 5.916, 1.398], [-1.861, 5.121, 2.095], [-2.604, 9.846, -0.322], [-2.930, 11.103, 0.887], [-1.814, 9.783, 1.249], [-4.822, 9.512, 0.773], [-4.048, 9.387, 2.347], [-2.003, 5.175, 3.171], [-0.853, 5.438, 1.834], [-2.004, 4.096, 1.767], [5.040, -4.041, 6.827], [3.559, -3.922, 6.538], [3.239, -2.703, 5.852], [3.557, -2.674, 4.560], [4.046, -3.572, 3.928], [3.217, -1.480, 4.079], [3.568, -1.279, 2.708], [5.390, -3.168, 7.379], [5.238, -4.935, 7.418], [5.618, -4.104, 5.907], [3.000, -3.880, 7.471], [3.190, -4.775, 5.969], [3.162, -2.066, 2.078], [4.650, -1.234, 2.599], [3.140, -0.329, 2.401], [-0.259, -10.073, 0.114], [0.724, -9.193, 0.857], [1.380, -8.262, -0.013], [0.644, -7.220, -0.396], [-0.486, -6.987, -0.053], [1.383, -6.468, -1.205], [0.690, -5.341, -1.757], [0.236, -10.580, -0.715], [-0.679, -10.821, 0.786], [-1.078, -9.486, -0.300], [1.522, -9.802, 1.277], [0.246, -8.660, 1.679], [0.247, -4.738, -0.981], [-0.075, -5.679, -2.455], [1.424, -4.747, -2.292]], "e_tot_ev": -63362.073, "max_force_ev_per_a": 2.40, "total_charge": 0, "e_homo_ev": -9.78, "smiles": "CC(C)C[C@]1(I)COC(=O)O1.CCOC(=O)OC.CCOC(=O)OC.CCOC(=O)OC.CCOC(=O)OC", "e_lumo_ha": -0.00273}

=====

2.
{"formula": "C18H24ClN3O4", "method": "wB97M-V/def2-TZVPD", "symbols": ["C", "C", "O", "C", "O", "C", "C", "C", "N", "C", "C", "C", "C", "O", "O", "C", "C", "C", "C", "N", "C", "C", "C", "N", "C", "Cl", "H", "H", "H", "H", "H", "H", "H", "H", "H", "H", "H", "H", "H", "H", "H", "H", "H", "H", "H", "H", "H", "H", "H", "H"], "xyz": [[1.640, -4.225, 2.561], [1.387, -3.843, 1.065], [1.402, -2.444, 0.883], [1.753, -1.909, -0.293], [2.085, -2.501, -1.306], [1.677, -0.402, -0.419], [2.737, 0.417, -0.146], [3.912, -0.060, 0.579], [2.760, 1.785, -0.448], [1.645, 2.424, -0.872], [1.555, 3.943, -0.823], [0.466, 1.635, -1.239], [-0.788, 2.314, -1.613], [-1.427, 3.125, -0.927], [-1.180, 1.714, -2.724], [-2.620, 1.693, -3.073], [-3.299, 3.099, -3.329], [0.542, 0.058, -1.247], [-0.659, -0.397, -0.519], [-1.065, -0.152, 0.703], [-2.096, -0.921, 1.072], [-2.781, -0.983, 2.460], [-1.967, -0.743, 3.742], [-2.486, -1.684, 0.128], [-1.558, -1.324, -0.943], [-1.444, -2.258, -2.328], [2.371, -3.649, 3.042], [1.913, -5.243, 2.538], [0.712, -4.039, 3.070], [0.508, -4.354, 0.627], [2.206, -4.357, 0.602], [4.773, 0.031, -0.050], [3.983, 0.585, 1.502], [3.967, -1.068, 0.881], [3.595, 2.299, -0.545], [2.361, 4.487, -1.302], [0.555, 4.295, -1.247], [1.501, 4.235, 0.222], [-2.593, 1.099, -3.882], [-3.108, 1.131, -2.250], [-2.674, 3.824, -3.769], [-3.777, 3.470, -2.371], [-4.106, 2.952, -4.098], [0.520, -0.294, -2.246], [-0.615, 0.492, 1.358], [-3.395, -1.959, 2.438], [-3.591, -0.254, 2.446], [-1.188, -0.036, 3.454], [-1.556, -1.712, 4.083], [-2.553, -0.294, 4.548]], "e_tot_ev": -44236.416, "max_force_ev_per_a": 5.76, "total_charge": 0, "e_homo_ev": -7.92, "smiles": "CCOC(=O)C1=C(C)NC(C)=C(C(=O)OCC)C1c1[nH]c(CC)nc1Cl", "e_lumo_ha": 0.01889, "relative_energy_kcal_mol": 49.21}

=====

3.
{"formula": "C4H3NS", "method": "wB97M-V/def2-TZVPD", "symbols": ["C", "C", "C", "C", "N", "S", "H", "H", "H"], "xyz": [[-0.887, -1.789, -0.504], [-1.837, -2.364, 0.124], [0.063, -0.102, 0.010], [0.773, 1.252, 0.065], [0.020, -0.919, -1.007], [-0.984, -0.657, 1.369], [0.091, 2.067, 0.070], [1.192, 1.268, -0.890], [1.568, 1.245, 0.763]], "e_tot_ev": -16516.547, "max_force_ev_per_a": 2.94, "total_charge": 0, "e_homo_ev": -10.06, "e_lumo_ha": -0.05305, "relative_energy_kcal_mol": 85.39}